This record from the Open Molecules 2025 dataset describes C23H49MnN3P4S as an isolated structure. The level of theory is ωB97M-V with the def2-TZVPD basis set.

Each line ends with the Mulliken spin population.
Atoms and positions in Å:
Mn -1.3734 -0.2736 -0.2976  2.321
P -1.4052 1.8651 0.3894  -0.061
P -3.5395 -0.8815 -0.5219  -0.097
P 4.5000 2.2939 -0.9546  0.150
H 0.5998 -1.4619 -5.2235  0.001
C 1.3221 -1.4177 -4.3960  -0.008
C 1.3382 -2.3581 -3.4517  0.029
H 0.4853 -3.0566 -3.3541  0.004
C -1.6747 3.1938 -0.8356  -0.016
C -2.7311 2.1412 1.6184  0.022
C 0.1113 2.5289 1.1721  -0.010
C -4.0051 -2.4517 -1.3595  -0.003
C -4.5253 -1.0620 1.0129  -0.004
C -4.4111 0.3230 -1.5906  -0.002
C 5.5562 1.8312 -2.3343  0.005
C 5.2264 1.7553 0.6062  0.001
C 4.2245 4.0617 -0.9363  0.013
H 2.0729 -0.6164 -4.4343  0.000
H 2.1965 -2.5232 -2.7955  -0.008
H -2.0780 4.0897 -0.3459  -0.005
H -2.3637 2.8678 -1.6214  0.001
H -0.7159 3.4495 -1.3016  0.000
H -2.6081 3.1350 2.0669  0.000
H -2.6912 1.3856 2.4140  -0.006
H -3.7146 2.0835 1.1326  0.004
H -0.1224 3.4692 1.6894  -0.005
H 0.8625 2.7201 0.3944  0.004
H 0.5437 1.8236 1.8856  0.001
H -5.1056 -2.4703 -1.4067  -0.006
H -3.6472 -3.3076 -0.7656  -0.001
H -3.5987 -2.5078 -2.3811  0.001
H -5.5909 -0.9939 0.7513  -0.004
H -4.2877 -0.2989 1.7663  -0.010
H -4.3325 -2.0580 1.4436  0.003
H -5.3240 -0.1605 -1.9561  -0.006
H -3.7943 0.6082 -2.4540  0.002
H -4.6653 1.2262 -1.0229  0.001
H 6.4009 2.5275 -2.4236  0.006
H 4.9503 1.8476 -3.2491  0.000
H 5.9406 0.8153 -2.1850  0.000
H 5.9419 2.5179 0.9512  0.004
H 5.7501 0.7995 0.4784  0.000
H 4.4448 1.6179 1.3632  0.000
H 5.1310 4.5724 -1.2849  0.009
H 3.9813 4.3997 0.0760  -0.002
H 3.3905 4.3118 -1.5992  0.004
C 0.9958 0.1908 -1.7466  -0.034
C 0.7947 1.3843 -2.4507  -0.005
C -0.2933 1.5515 -3.3149  0.040
C -1.3402 0.6415 -3.3801  0.032
C -1.3116 -0.5298 -2.5951  -0.028
C -0.1297 -0.7780 -1.7335  0.087
S 2.5321 -0.2125 -1.1475  0.839
H 3.1980 1.5762 -1.1477  -0.045
H 1.5473 2.1660 -2.3697  0.005
H -0.3077 2.4374 -3.9581  -0.004
H -2.1820 0.8644 -4.0479  0.005
H -1.9277 -1.4046 -2.8987  -0.004
H 0.1189 -1.8215 -1.5337  -0.011
C 1.6385 -2.7948 3.2879  0.004
N 1.2016 -1.4469 3.7213  -0.024
C 0.0544 -1.5884 4.6500  -0.001
N -1.0627 -2.3432 4.0323  0.023
C -0.5740 -3.6730 3.5694  0.000
N 0.5566 -3.5492 2.6378  -0.053
C 0.1787 -2.9875 1.3470  -0.015
P -0.5360 -1.2626 1.5358  -0.128
C 0.8661 -0.5834 2.5908  -0.002
C -1.7114 -1.5970 2.9640  -0.005
H 1.9727 -3.3415 4.1875  -0.002
H 2.4759 -2.6785 2.5911  0.000
H -0.3104 -0.5883 4.9264  0.000
H 0.3963 -2.1454 5.5397  -0.001
H -1.4084 -4.1819 3.0708  0.000
H -0.2467 -4.2307 4.4644  -0.001
H 1.0626 -2.9285 0.6952  0.002
H -0.5808 -3.6316 0.8861  0.004
H 0.5539 0.3828 3.0074  -0.006
H 1.7502 -0.4473 1.9542  -0.002
H -2.5618 -2.1802 2.5893  0.000
H -2.0750 -0.6308 3.3469  -0.002

For the energy, the calculation gives -3982.992085 hartree. As for the multiplicity: 4. As for the expectation value of S²: 4.030. The largest force on an atom is 3.38 eV Å⁻¹. The total charge is +4.